Record 1
{
  "formula": "C35H55AsClN5PS2Si2Ta",
  "method": "ωB97M-V/def2-TZVPD",
  "symbols": ["Ta", "C", "N", "C", "C", "N", "C", "C", "C", "C", "C", "C", "C", "S", "C", "C", "C", "C", "C", "C", "S", "H", "H", "H", "H", "H", "H", "H", "H", "H", "H", "H", "H", "H", "H", "H", "H", "H", "H", "C", "Si", "C", "C", "As", "Si", "C", "C", "C", "H", "H", "H", "H", "H", "H", "H", "H", "H", "H", "H", "H", "H", "H", "H", "H", "H", "H", "C", "N", "C", "N", "C", "N", "C", "P", "C", "C", "H", "H", "H", "H", "H", "H", "H", "H", "H", "H", "H", "H", "H", "Cl", "C", "C", "C", "C", "C", "C", "C", "H", "H", "H", "H", "H", "H"],
  "positions_angstrom": [[-0.159449, -0.929346, -0.020381], [-1.788549, -2.454346, 3.135619], [-1.531049, -1.095646, 2.641519], [-2.789549, -0.387946, 2.358719], [-3.657549, -1.070946, 1.308919], [-3.080549, -1.048146, -0.046181], [-3.566349, 0.097854, -0.814981], [-3.385449, -2.311346, -0.684481], [-4.628549, -2.526246, -1.266581], [-4.963949, -3.754346, -1.804781], [-4.059049, -4.802846, -1.741981], [-2.821549, -4.608146, -1.161681], [-2.470649, -3.364046, -0.640181], [-0.855649, -3.240346, 0.059619], [-0.813449, -0.304646, 3.611319], [-1.024249, -0.451146, 4.978719], [-0.334949, 0.321454, 5.894619], [0.585951, 1.255154, 5.452219], [0.789651, 1.434454, 4.096919], [0.082951, 0.671854, 3.174219], [0.331751, 0.993054, 1.444519], [-2.680449, -2.507246, 3.768719], [-0.925449, -2.794546, 3.705719], [-1.926749, -3.136546, 2.296419], [-2.543149, 0.626354, 2.024219], [-3.382649, -0.303246, 3.283419], [-4.636249, -0.573446, 1.312619], [-3.821349, -2.110846, 1.597519], [-4.616049, 0.333354, -0.614281], [-3.474249, -0.108246, -1.881181], [-2.961249, 0.981054, -0.578381], [-5.349549, -1.722946, -1.278281], [-5.938649, -3.894246, -2.243481], [-4.316949, -5.767746, -2.148281], [-2.106349, -5.413846, -1.103181], [-1.744649, -1.169646, 5.333819], [-0.526849, 0.194554, 6.948119], [1.142851, 1.840854, 6.165919], [1.507451, 2.162754, 3.748419], [4.997351, -0.167946, -1.891181], [3.497251, 0.553854, -0.946781], [3.994151, 1.564254, 0.607319], [2.583451, 1.757154, -2.139781], [2.158151, -1.454846, -0.620281], [3.547051, -2.765346, 0.939419], [4.827651, -1.730746, 1.918419], [4.416551, -3.981546, -0.247681], [2.215851, -3.539346, 2.070219], [5.633251, 0.585154, -2.343681], [4.623151, -0.823946, -2.676681], [5.610751, -0.771846, -1.229881], [4.170751, 2.605854, 0.359619], [4.908151, 1.181454, 1.046519], [3.220851, 1.531954, 1.368619], [2.988351, 2.760654, -2.054081], [1.514151, 1.799754, -1.933181], [2.717751, 1.454454, -3.172481], [5.596351, -1.342746, 1.256819], [5.321151, -2.348746, 2.662119], [4.370551, -0.895946, 2.439719], [4.924051, -3.419946, -1.031381], [3.685151, -4.626846, -0.728881], [5.147151, -4.613646, 0.246119], [1.730051, -2.784446, 2.686819], [2.647051, -4.280446, 2.733719], [1.453351, -4.036946, 1.473819], [-2.351649, 5.550854, -0.465381], [-1.321249, 5.404354, -1.576881], [-0.014349, 6.001054, -1.062981], [0.375551, 5.381254, 0.142619], [-0.641349, 5.558154, 1.162219], [-1.893549, 4.957954, 0.732219], [-1.838149, 3.513954, 0.690419], [-0.575949, 2.835254, -0.533581], [-1.140049, 3.984754, -1.948881], [0.798951, 4.006854, 0.001019], [-3.283349, 5.085654, -0.799681], [-2.514849, 6.620754, -0.305381], [-1.632449, 5.933054, -2.395981], [-0.186549, 7.067654, -0.887881], [0.748251, 5.875054, -1.835681], [-0.798149, 6.626854, 1.331719], [-0.313049, 5.097854, 2.094719], [-2.834449, 3.133254, 0.439919], [-1.573449, 3.149854, 1.687319], [-2.081049, 3.602054, -2.355381], [-0.390049, 3.924154, -2.743581], [1.609751, 3.960854, -0.729081], [1.187351, 3.656554, 0.958819], [2.196751, -4.871046, -5.510881], [1.362451, -3.634846, -4.656781], [1.913151, -2.362946, -4.579781], [1.262151, -1.379246, -3.864281], [0.059451, -1.642546, -3.203081], [-0.578349, -0.630146, -2.346181], [-0.507449, -2.910846, -3.353681], [0.132751, -3.903346, -4.067581], [2.836151, -2.147746, -5.090381], [1.667251, -0.377746, -3.855981], [-1.660049, -0.722846, -2.418581], [-0.278249, 0.378254, -2.650081], [-1.478149, -3.118346, -2.923681], [-0.323049, -4.874646, -4.186581]],
  "atomic_forces_ev_per_a": [[-1.026, -0.478, -0.967], [-0.011, -0.301, -0.088], [0.173, 0.140, -0.281], [-0.461, 0.131, -0.326], [0.207, 0.096, 0.726], [0.706, -0.340, -0.195], [0.099, 0.388, -0.231], [0.047, -0.238, -0.159], [0.054, 0.089, 0.042], [0.009, -0.029, 0.057], [-0.067, 0.046, -0.052], [0.090, 0.085, 0.115], [-0.371, 0.279, -0.001], [0.848, 0.676, 0.171], [0.329, 0.210, 0.013], [-0.088, -0.030, -0.198], [0.009, 0.036, -0.056], [0.003, 0.026, 0.103], [-0.011, 0.060, -0.102], [-0.082, -0.353, -0.075], [-0.239, -0.649, 0.001], [0.058, 0.084, 0.063], [-0.040, -0.041, -0.061], [-0.027, 0.086, 0.155], [-0.004, -0.052, 0.095], [0.097, 0.011, -0.103], [0.052, -0.129, -0.049], [-0.024, 0.117, -0.033], [0.016, -0.051, 0.070], [0.040, 0.101, 0.107], [-0.113, -0.053, -0.003], [-0.106, 0.064, -0.055], [-0.086, -0.039, -0.083], [-0.011, -0.109, -0.028], [0.071, -0.117, -0.050], [-0.067, -0.132, 0.052], [0.036, -0.026, 0.110], [0.074, 0.098, 0.042], [0.065, 0.067, -0.044], [-0.820, 0.027, 0.542], [0.473, 0.700, -0.473], [-0.300, -0.741, -0.455], [0.087, -0.613, 0.453], [0.643, 0.191, 0.574], [0.138, -0.549, 0.257], [-0.795, -0.166, -0.665], [-0.583, 0.611, 0.397], [0.519, 0.289, -0.526], [0.020, 0.268, -0.014], [-0.013, -0.022, -0.110], [0.149, -0.114, 0.132], [-0.008, 0.180, -0.252], [0.169, -0.157, 0.068], [-0.174, -0.029, 0.144], [0.211, 0.158, 0.125], [-0.086, -0.017, -0.021], [-0.005, -0.142, -0.177], [0.118, 0.060, -0.128], [0.002, -0.297, 0.077], [-0.131, 0.134, 0.076], [0.063, 0.043, -0.032], [-0.116, -0.041, -0.056], [0.126, -0.029, 0.232], [0.013, 0.171, 0.021], [0.185, -0.176, 0.150], [-0.021, -0.053, -0.084], [-0.531, 0.210, 0.233], [-0.083, 0.428, -0.117], [0.428, 0.373, -0.039], [0.206, 0.353, 0.228], [-0.037, 0.107, 0.089], [-0.189, 0.266, 0.262], [0.060, -0.646, -0.051], [-0.399, 1.201, -0.534], [0.191, -1.035, -0.101], [0.152, -0.573, -0.054], [0.157, 0.053, -0.083], [0.074, -0.078, -0.190], [0.019, 0.012, 0.084], [-0.108, -0.129, -0.150], [-0.179, -0.036, -0.018], [0.018, -0.071, 0.014], [-0.030, 0.019, -0.059], [0.091, -0.050, 0.063], [-0.087, -0.051, -0.098], [0.043, 0.134, 0.035], [-0.078, 0.087, 0.036], [-0.015, -0.084, 0.055], [0.054, -0.001, -0.082], [0.102, -0.194, -0.144], [-0.192, 0.143, 0.206], [-0.055, -0.107, -0.030], [-0.430, -0.064, -0.007], [0.388, -0.655, -0.385], [-0.043, 0.503, 1.840], [0.053, 0.364, -0.029], [0.222, -0.018, -0.192], [0.164, 0.000, -0.107], [0.119, 0.074, 0.137], [-0.134, 0.127, 0.042], [-0.106, 0.028, 0.180], [0.023, 0.001, 0.029], [0.019, -0.095, -0.001]],
  "total_charge": 2,
  "homo_energy_ev": -12.063,
  "e_lumo_ev": -6.247,
  "molar_mass_g_mol": 988.5,
  "homo_lumo_gap_ha": 0.2138,
  "largest_force_ha_per_bohr": 0.0371
}


Record 2
{
  "formula": "C18H27N2O5PSn",
  "method": "ωB97M-V/def2-TZVPD",
  "symbols": ["Sn", "C", "C", "O", "C", "C", "C", "N", "N", "C", "O", "C", "C", "C", "C", "C", "C", "H", "H", "H", "H", "H", "H", "H", "H", "H", "H", "H", "H", "C", "C", "O", "P", "O", "C", "C", "O", "C", "C", "H", "H", "H", "H", "H", "H", "H", "H", "H", "H", "H", "H", "H", "H", "H"],
  "positions_angstrom": [[0.008595, -0.040816, -0.856938], [4.212321, 0.338845, 0.870575], [2.733538, 0.323755, 1.035154], [2.014870, 0.407172, 0.029374], [2.193029, 0.218168, 2.399649], [0.916953, 0.082791, 2.783318], [0.528699, -0.035068, 4.220366], [-0.130130, 0.038410, 1.789235], [-1.257145, 0.226005, 2.268997], [-2.296336, 0.257869, 1.238202], [-1.996889, -0.052553, 0.079070], [-3.594204, 0.660429, 1.668498], [-3.919008, 0.673238, 3.037820], [-5.185268, 1.057764, 3.427242], [-6.109993, 1.456837, 2.466972], [-5.786717, 1.464384, 1.108695], [-4.537546, 1.055228, 0.703733], [4.542125, 1.382706, 0.822788], [4.486724, -0.133442, -0.070177], [4.724355, -0.133321, 1.705943], [2.931412, 0.232342, 3.190435], [1.413738, -0.111843, 4.843916], [-0.102423, -0.910885, 4.376234], [-0.055615, 0.832083, 4.532189], [-3.190747, 0.359573, 3.771865], [-5.457171, 1.049719, 4.473280], [-7.099040, 1.766811, 2.778609], [-6.517652, 1.783099, 0.378828], [-4.267784, 1.048708, -0.343437], [1.886791, 5.911355, -1.182897], [1.753322, 4.510753, -0.647648], [0.391005, 4.335354, -0.154090], [-0.200926, 2.894376, 0.155663], [-1.624207, 3.273424, 0.771715], [-1.829371, 4.192580, 1.888748], [-3.197601, 4.804850, 1.742493], [-0.716849, 2.255191, -1.280785], [-1.675035, 2.912813, -2.206200], [-0.957794, 3.832780, -3.162059], [2.919338, 6.083280, -1.486567], [1.627560, 6.639799, -0.416121], [1.245681, 6.068824, -2.048830], [2.433810, 4.343058, 0.188288], [1.948891, 3.765398, -1.421641], [-1.043675, 4.945855, 1.867637], [-1.749060, 3.608398, 2.807142], [-3.242590, 5.459551, 0.873268], [-3.427123, 5.395705, 2.629326], [-3.955777, 4.026912, 1.641016], [-2.406410, 3.428487, -1.588405], [-2.164115, 2.091579, -2.726239], [-0.632927, 4.746409, -2.668196], [-1.639039, 4.103499, -3.968982], [-0.093593, 3.338360, -3.606272]],
  "atomic_forces_ev_per_a": [[-0.097, 0.240, 0.111], [0.017, 0.000, 0.029], [-0.064, -0.052, 0.007], [0.341, -0.008, -0.007], [0.147, -0.017, -0.210], [-0.291, -0.145, 0.045], [-0.152, 0.024, -0.086], [-0.203, 0.247, 0.148], [0.189, -0.078, -0.034], [0.075, -0.258, -0.026], [-0.206, 0.295, -0.053], [0.154, 0.020, 0.147], [-0.005, 0.042, 0.016], [-0.007, 0.014, -0.004], [-0.002, -0.002, 0.016], [0.010, -0.021, -0.022], [-0.079, -0.033, -0.029], [-0.029, 0.011, 0.032], [-0.005, 0.017, -0.009], [-0.001, -0.002, -0.008], [0.028, 0.011, -0.031], [0.016, -0.001, 0.005], [0.034, -0.018, 0.004], [0.024, 0.008, -0.011], [-0.006, 0.021, -0.008], [-0.009, 0.004, -0.002], [-0.001, 0.002, -0.001], [-0.012, -0.003, 0.011], [0.006, -0.020, 0.002], [-0.006, 0.024, -0.004], [0.062, -0.028, 0.058], [-0.245, 0.043, -0.142], [0.207, -0.071, 0.297], [0.007, -0.080, -0.131], [0.025, -0.028, -0.013], [-0.009, -0.004, 0.008], [0.060, -0.043, -0.078], [0.036, -0.087, -0.064], [0.013, -0.001, 0.030], [-0.005, 0.008, -0.005], [0.015, 0.004, 0.000], [-0.001, 0.001, 0.007], [-0.007, -0.026, 0.003], [-0.009, 0.000, -0.016], [-0.005, 0.019, 0.024], [0.023, 0.003, -0.001], [-0.007, -0.011, -0.008], [-0.001, 0.015, -0.016], [0.002, 0.007, 0.026], [-0.016, -0.005, -0.001], [0.005, -0.029, 0.017], [0.010, -0.016, 0.004], [0.000, 0.024, 0.009], [-0.025, -0.016, -0.033]],
  "total_charge": 2,
  "homo_energy_ev": -15.213,
  "e_lumo_ev": -8.574,
  "molar_mass_g_mol": 501.1,
  "homo_lumo_gap_ha": 0.2440,
  "largest_force_ha_per_bohr": 0.0072
}


Record 3
{
  "formula": "C6H13N3",
  "method": "ωB97M-V/def2-TZVPD",
  "symbols": ["C", "C", "C", "C", "N", "N", "C", "C", "N", "H", "H", "H", "H", "H", "H", "H", "H", "H", "H", "H", "H", "H"],
  "positions_angstrom": [[0.679585, -1.984438, -0.394213], [-0.190987, -0.747161, -0.419541], [-1.660111, -1.060709, -0.311503], [0.116400, 0.266735, -1.446698], [0.188944, -0.005550, 0.849356], [1.487987, 0.117486, 1.237692], [1.686329, 1.226318, 1.839565], [0.481202, 2.123332, 1.752473], [-0.525587, 1.334278, 1.094078], [1.795409, -1.543963, -0.130840], [0.400527, -2.752766, 0.228238], [0.854029, -2.278698, -1.375424], [-2.172179, -0.175696, -0.392211], [-2.051706, -1.703404, 0.541572], [-1.885214, -1.465562, -1.266925], [-0.391485, 1.138881, -1.247530], [1.247660, 0.502740, -1.306222], [-0.234539, -0.073144, -2.386950], [2.662522, 1.325104, 2.324167], [0.079211, 2.692011, 2.709387], [0.677337, 3.111688, 1.184463], [-1.307566, 0.965926, 1.800506]],
  "atomic_forces_ev_per_a": [[4.014, 3.977, -0.400], [0.643, 0.565, 3.463], [0.468, -1.733, 0.412], [2.920, -1.101, -0.518], [-0.551, 0.493, 1.328], [-0.863, 0.092, -0.133], [0.314, -0.485, 0.028], [-0.354, 3.953, 1.384], [-2.003, -3.268, 1.389], [-2.771, -1.568, -0.257], [-0.701, -1.564, 1.506], [-0.167, -1.090, -1.908], [-1.491, 2.371, 0.550], [0.891, 0.786, -1.113], [-0.508, -1.251, -0.799], [-1.190, 1.987, 0.611], [-1.800, -0.467, -1.070], [0.445, -0.268, -1.467], [-0.554, 0.568, -0.170], [0.761, -1.895, -1.172], [0.193, -1.597, 0.107], [2.306, 1.497, -1.772]],
  "de_lowest_kj_mol": 392.1,
  "homo_energy_ev": -7.572,
  "e_lumo_ev": 0.949,
  "molar_mass_g_mol": 127.2,
  "homo_lumo_gap_ha": 0.3131,
  "largest_force_ha_per_bohr": 0.1102,
  "smiles": "CC(C)(C)N1N=CCN1"
}


Record 4
{
  "formula": "C8H10N4OS",
  "method": "ωB97M-V/def2-TZVPD",
  "symbols": ["C", "S", "C", "N", "C", "C", "N", "C", "N", "C", "C", "O", "N", "C", "H", "H", "H", "H", "H", "H", "H", "H", "H", "H"],
  "positions_angstrom": [[1.296334, 1.787645, 2.723319], [2.235033, 1.286962, 1.172120], [0.964505, 0.778255, 0.175223], [0.388051, -0.331977, 0.581391], [-0.540302, -1.006324, -0.279748], [-0.982206, -0.468850, -1.536285], [-1.965061, -1.396010, -2.072209], [-2.057117, -2.411284, -1.221101], [-1.197892, -2.232700, -0.151623], [-1.343284, -2.929186, 1.100874], [-0.500109, 0.990701, -1.700102], [-0.932831, 1.580382, -2.701249], [0.622014, 1.460079, -1.002768], [1.686987, 2.337422, -1.664147], [2.033251, 2.015439, 3.533942], [0.582934, 2.592679, 2.424062], [0.623367, 0.960765, 3.066351], [-2.614844, -3.263556, -1.315322], [-0.344308, -3.141337, 1.458181], [-1.806107, -3.915368, 0.974102], [-1.932605, -2.440833, 1.854982], [1.659427, 3.325746, -1.219308], [2.656113, 1.983917, -1.458921], [1.468650, 2.437432, -2.741765]],
  "atomic_forces_ev_per_a": [[-0.908, -0.611, -0.391], [1.460, 1.537, 2.108], [-2.680, -2.253, -1.119], [-1.110, -1.181, -1.169], [-0.309, 1.770, -2.140], [0.300, -1.166, 4.233], [0.900, 1.075, 0.239], [3.272, 4.851, -0.143], [-0.099, 0.811, 1.036], [0.725, -1.469, 0.026], [-1.619, -1.684, -5.237], [0.824, 0.320, 1.877], [1.155, -1.022, 0.977], [-2.561, 0.597, -0.066], [-0.685, 0.133, -0.978], [1.019, -0.177, 0.551], [0.927, 0.358, -0.391], [-1.386, -1.838, -0.330], [0.148, 0.113, 0.486], [0.029, 0.245, -0.426], [-0.133, 0.721, 0.163], [-0.270, 0.201, 0.002], [1.004, -0.973, 0.056], [-0.001, -0.357, 0.634]],
  "de_lowest_kj_mol": 30.9,
  "homo_energy_ev": -8.377,
  "e_lumo_ev": 0.119,
  "molar_mass_g_mol": 210.3,
  "homo_lumo_gap_ha": 0.3122,
  "largest_force_ha_per_bohr": 0.1138,
  "smiles": "CSc1nc2c(ncn2C)c(=O)n1C"
}


no.,DFT total energy (Eh)
1,-6109.69251
2,-1742.93642
3,-400.54365
4,-1003.24516